[1]
The following is a quantum chemistry calculation of a molecular structure, C3H3BrClF, from the OMol25 dataset.

As for the gap between HOMO and LUMO (spin up / spin down): 8.22 / 8.19 eV. Its net charge is 0. Its multiplicity is 1.

CARTESIAN COORDINATES (ANGSTROEM)
C: -0.5455 0.3381 0.5075
C: -0.6996 0.0171 -0.8666
C: 0.9270 -0.1228 0.5513
F: -0.9961 -1.3598 -1.0364
Cl: 1.4312 -1.6962 0.4736
Br: 2.2326 1.1346 0.1011
H: -0.6273 1.4004 0.8292
H: -1.3140 -0.2251 1.1524
H: -0.4083 0.5136 -1.7122

These are the natural (NBO) partial charges, in e, on atoms 1 to 4: -0.543 0.244 -0.241 -0.354

=====

[2]
The following is a quantum chemistry calculation of a single C11H18N4O3S molecule, from the OMol25 dataset.

As for the gap between HOMO and LUMO: 8.72 eV. Its net charge is 0. Its structure (SMILES) is CSCC[C@H](N)C(=O)N[C@@H](Cc1c[nH]cn1)C(=O)O. Its multiplicity is 1.

CARTESIAN COORDINATES (ANGSTROEM)
C: -1.5228 1.0167 -1.8088
C: -0.5815 0.3633 -0.7125
C: -2.1922 2.2009 -0.9384
C: -1.1788 3.4055 -0.8173
C: -0.6407 6.0222 -0.0200
C: 0.1709 -1.7872 0.0563
C: -0.6689 -1.9621 1.2077
C: 1.7411 -1.5550 0.3380
C: 2.3283 -2.7994 1.0337
C: 3.1900 -3.0043 2.0669
C: 2.7212 -4.8840 1.0722
H: -3.2745 -0.1669 -2.0313
H: -2.5176 0.3371 -3.7224
H: -0.8279 1.5964 -2.5346
H: -3.0947 2.5896 -1.4601
H: -2.6311 1.9617 0.0423
H: -0.6904 3.7163 -1.7357
H: -0.4123 3.1990 -0.1559
H: -0.2132 6.0415 -0.9992
H: -1.1038 6.9787 0.1309
H: 0.1777 5.6524 0.6503
H: -1.0429 -1.2809 -1.5426
H: 0.1964 -2.7438 -0.4026
H: 1.9195 -0.6940 0.9352
H: 2.2402 -1.3166 -0.6211
H: 3.6284 -2.2511 2.6723
H: 2.7674 -5.9717 0.8867
H: 3.9162 -4.8799 2.8491
H: -0.9836 -2.2374 2.9428
N: -2.3405 0.0728 -2.5428
N: -0.3555 -0.9031 -0.9391
N: 1.9419 -4.0323 0.4587
N: 3.4932 -4.3041 2.0856
O: -0.1395 0.9308 0.2506
O: -1.8656 -1.8295 1.0123
O: -0.1700 -2.3433 2.4184
S: -1.9846 4.8618 -0.1254

These are the natural (NBO) partial charges, in e, on atoms 1 to 4: -0.136 0.684 -0.422 -0.520

=====

[3]
The following is a quantum chemistry calculation of a single C3H4N2O2S molecule, from the OMol25 dataset.

As for the gap between HOMO and LUMO: 9.24 eV. Its net charge is 0. Its structure (SMILES) is Nc1cc(=O)on1S. Its multiplicity is 1.

CARTESIAN COORDINATES (ANGSTROEM)
C: -0.2126 -0.4156 -0.2968
C: -1.3647 0.2139 0.1265
C: -0.9642 1.5832 0.3755
H: -0.5161 -2.4902 -0.4759
H: 1.0469 -1.8456 -1.2808
H: -2.4048 -0.2025 0.2146
H: 2.2454 -0.0189 1.5587
N: 0.0640 -1.6745 -0.8585
N: 0.8660 0.4610 -0.3044
O: -1.6886 2.5583 0.5713
O: 0.4369 1.6958 0.2117
S: 2.4916 0.1350 0.1579

These are the natural (NBO) partial charges, in e, on atoms 1 to 4: 0.386 -0.482 0.715 0.418

=====

Quick rundown of relative energy (zero: lowest compared OMol25 entry of this formula, charge and spin), same order as above: 41.2; 54.5; 66.8 kcal per mole
Quick rundown of molecular weight, same order as above: 173.41; 286.36; 132.14 u